(1)
# C4H10NOS

The ion C4H10NOS with charge +1 at a distorted geometry (the ωB97M-V functional and the def2-TZVPD basis, OMol25).

Computed properties:
Maximum force ... 4.83 eV Å⁻¹
LUMO ... -5.55 eV
ΔE to the lowest compared entry with this formula, charge and spin ... 93.1 kcal/mol
SMILES string ... C/[NH+]=C/[C@H](O)SC
Kohn-Sham gap ... 0.265 Ha
HOMO ... -12.8 eV

Structure (ORCA input):
```
! wB97M-V def2-TZVPD RIJCOSX def2/J DEFGRID3
* xyz 1 1
C -0.96587 0.42697 0.75722
C 1.50387 -2.37091 0.43111
C -0.94988 2.04503 -1.98012
C 0.36315 -0.23898 0.62147
N 0.45015 -1.48589 0.81715
O -1.94091 -0.54444 0.88996
S -2.15137 1.66422 -0.71014
H -0.78484 1.28999 1.42782
H 1.44581 -2.69182 -0.55284
H 2.48315 -1.82786 0.33547
H 1.67840 -3.13409 1.08688
H -0.88144 1.35187 -2.69280
H -0.15206 2.06735 -1.31021
H -1.12370 3.10686 -2.24500
H 1.09868 0.40400 0.07760
H -2.71966 -0.26376 1.41194
H -0.33995 -2.03803 1.05276
*
```

***

(2)
# C39H27Cl4NO4PRuS

A structure of composition C39H27Cl4NO4PRuS at a distorted geometry (the ωB97M-V functional and the def2-TZVPD basis, OMol25).

Computed properties:
Maximum force ... 2.14 eV Å⁻¹
LUMO (alpha / beta) ... -1.95 / -1.51 eV
ΔE to the lowest compared entry with this formula, charge and spin ... 86.1 kcal/mol
Kohn-Sham gap (alpha / beta) ... 0.220 / 0.236 Ha
<S²> ... 0.769
HOMO (alpha / beta) ... -7.9 / -7.9 eV

Structure (ORCA input):
```
! wB97M-V def2-TZVPD RIJCOSX def2/J DEFGRID3
* xyz 0 2
Ru -0.09608 -0.16269 0.16050
Cl -1.87623 0.79948 -1.40518
C -2.70025 2.07999 -0.58865
C -3.57014 2.87459 -1.31197
C -4.19594 3.93629 -0.68452
C -3.94056 4.19993 0.65168
C -3.08929 3.37726 1.36729
Cl -2.78963 3.71022 3.03085
C -2.45774 2.27580 0.76780
S -1.45814 1.22240 1.72512
H -3.74777 2.65421 -2.35601
H -4.87621 4.56507 -1.24109
H -4.40457 5.04279 1.14422
O -0.45012 -1.12269 -3.71816
C 0.01066 -1.70342 -2.75722
O -0.37913 -1.60793 -1.52367
C 1.15079 -2.68946 -2.89331
C 1.25291 -3.53811 -3.98500
C 2.22961 -4.52033 -3.99846
C 3.12522 -4.62317 -2.94139
C 3.05177 -3.74480 -1.87384
C 2.04733 -2.78200 -1.83550
P 1.87758 -1.66412 -0.39230
C 1.43242 -2.95950 0.83697
C 0.09035 -3.16282 1.16768
C -0.28850 -4.24006 1.94821
C 0.66741 -5.11546 2.43861
C 2.00565 -4.89110 2.16820
C 2.38621 -3.82759 1.36429
C 3.61994 -1.23611 -0.10228
C 4.32666 -0.77627 -1.21731
C 5.63446 -0.34613 -1.09164
C 6.24659 -0.35834 0.15531
C 5.53701 -0.77172 1.27248
C 4.22227 -1.19479 1.15111
H 0.54516 -3.44025 -4.79720
H 2.29322 -5.21547 -4.82528
H 3.88362 -5.39512 -2.94181
H 3.77028 -3.81179 -1.06809
H -0.68347 -2.49649 0.80336
H -1.33546 -4.40484 2.16605
H 0.36808 -5.96660 3.03694
H 2.76150 -5.55346 2.57040
H 3.43576 -3.66852 1.15850
H 3.84465 -0.77051 -2.18751
H 6.17729 0.00201 -1.96018
H 7.27388 -0.03526 0.26089
H 6.01122 -0.75139 2.24537
H 3.66354 -1.50523 2.02512
Cl 3.73819 -1.88365 6.23684
C 2.06186 -1.45814 6.04584
C 1.10427 -2.44725 6.12231
C -0.22931 -2.10998 5.96420
C -0.58970 -0.79192 5.76237
C 0.37512 0.19813 5.72044
Cl -0.14742 1.84043 5.67882
C 1.74061 -0.10921 5.82986
N 2.75246 0.83746 5.84616
C 2.77599 2.09226 5.20453
C 2.96084 3.22272 6.00052
C 2.98063 4.48765 5.44777
C 2.79886 4.64107 4.08160
C 2.71333 3.52267 3.27395
C 2.74468 2.23364 3.80038
C 2.94688 1.07751 2.83867
C 1.77150 0.66428 1.93818
O 1.61954 1.29318 0.86374
O 1.04910 -0.32444 2.23993
H 1.39820 -3.46997 6.31176
H -0.98828 -2.87582 6.01956
H -1.62936 -0.50919 5.66722
H 3.46128 0.67751 6.54203
H 3.06746 3.08228 7.06942
H 3.12303 5.35217 6.08252
H 2.77843 5.62983 3.64291
H 2.64621 3.63449 2.19823
H 3.27045 0.19221 3.38356
H 3.72172 1.38369 2.13544
*
```

***

(3)
# C7H17NO

A cluster of 2 separate species, C7H17NO in total at a distorted geometry (the ωB97M-V functional and the def2-TZVPD basis, OMol25).

Computed properties:
Maximum force ... 3.74 eV Å⁻¹
LUMO ... 0.78 eV
ΔE to the lowest compared entry with this formula, charge and spin ... 42.9 kcal/mol
SMILES string ... CCN(C)C(C)=O.CC
Kohn-Sham gap ... 0.362 Ha
HOMO ... -9.1 eV

Structure (ORCA input):
```
! wB97M-V def2-TZVPD RIJCOSX def2/J DEFGRID3
* xyz 0 1
C 0.45130 -0.40635 -0.83569
C 0.25819 -1.87029 -1.02776
C 2.34431 0.18036 -2.27678
C 1.66080 1.52948 1.17663
C 2.20013 1.21980 -0.20646
O 3.15559 1.87848 -0.58871
N 1.69816 0.23616 -1.03287
H -0.32294 0.07183 -1.44172
H 0.20520 -0.11835 0.16700
H -0.69548 -2.36958 -0.95427
H 1.05096 -2.57801 -0.81228
H 3.04764 0.94463 -2.43040
H 0.90977 0.82127 1.51498
H 0.37477 -2.14582 -2.08015
H 3.01668 -0.69514 -2.38566
H 1.71019 -0.03551 -3.13377
H 2.52821 1.52589 1.82543
H 1.14933 2.48704 1.15546
C -2.39182 -0.37901 1.84492
C -3.77496 0.21508 1.46929
H -2.47269 -1.02281 2.72315
H -2.12948 -1.01133 1.01091
H -1.71652 0.43532 2.09182
H -4.51044 -0.57671 1.35732
H -3.67101 0.81255 0.56461
H -4.07588 0.85102 2.30502
*
```

***

(4)
# C25H30N4O3S2

The molecule C25H30N4O3S2 at a distorted geometry (the ωB97M-V functional and the def2-TZVPD basis, OMol25).

Computed properties:
Maximum force ... 1.33 eV Å⁻¹
LUMO ... 0.29 eV
ΔE to the lowest compared entry with this formula, charge and spin ... 34.0 kcal/mol
SMILES string ... Cc1ccc(CSc2nnc(-c3cccc(S(=O)(=O)N4CCOCC4)c3)n2C2CCCC2)cc1
Kohn-Sham gap ... 0.318 Ha
HOMO ... -8.4 eV

Structure (ORCA input):
```
! wB97M-V def2-TZVPD RIJCOSX def2/J DEFGRID3
* xyz 0 1
C 1.61258 -0.45331 -5.84707
C 0.33370 0.05320 -5.25302
C -0.51850 -0.81045 -4.57458
C -1.70983 -0.36041 -4.03740
C -2.07742 0.97319 -4.17044
C -1.22639 1.84258 -4.84269
C -0.03760 1.38592 -5.37956
H 0.61112 2.07462 -5.90208
H -1.49745 2.88490 -4.93964
C -3.33717 1.47969 -3.55219
H -4.00779 0.67480 -3.26000
H -3.84832 2.20272 -4.18728
S -2.95017 2.41644 -2.02010
C -2.51357 1.08137 -1.00317
N -2.87881 -0.15772 -1.20665
N -2.36698 -0.90086 -0.22332
C -1.71002 -0.11720 0.58816
N -1.76296 1.18178 0.13655
C -1.03903 2.32113 0.64450
H -0.55100 1.98468 1.56415
C -1.94231 3.53865 0.94118
C -1.33722 4.70923 0.15842
H -1.82782 4.79714 -0.81054
C 0.12343 4.31349 -0.04314
H 0.69158 4.47891 0.87386
H 0.59893 4.86677 -0.85022
C 0.03464 2.82073 -0.33910
H -0.30201 2.66773 -1.36493
H 0.98215 2.30008 -0.20360
H -1.44537 5.65361 0.68820
H -1.94170 3.74761 2.01104
H -2.97019 3.34637 0.63607
C -1.02143 -0.55202 1.79539
C -0.12071 -1.61257 1.72099
C 0.57151 -1.99130 2.85137
C 0.36021 -1.37503 4.07027
C -0.56775 -0.34901 4.15631
C -1.24416 0.07083 3.02353
H -1.97295 0.86529 3.09599
H -0.76030 0.12794 5.10523
H 0.91094 -1.71956 4.93091
S 1.86203 -3.23530 2.71209
O 2.14275 -3.73390 4.02468
O 1.52206 -4.14201 1.66002
N 3.22354 -2.42151 2.21537
C 3.33651 -2.00462 0.83825
H 2.67579 -2.64039 0.25060
C 2.98251 -0.52163 0.67635
H 3.23557 -0.17385 -0.32670
O 3.72754 0.28347 1.56548
C 3.50967 -0.08688 2.91034
H 4.13343 0.57935 3.50840
C 3.89523 -1.55094 3.14962
H 3.62561 -1.87863 4.15257
H 4.97613 -1.66663 3.00972
H 2.45147 0.07186 3.17214
H 1.90639 -0.36906 0.85365
H 4.37242 -2.16490 0.51763
H 0.03260 -2.13802 0.79202
H -2.35448 -1.03856 -3.49954
H -0.24368 -1.84943 -4.46298
H 2.28656 0.36697 -6.08183
H 2.11142 -1.13695 -5.16289
H 1.40427 -0.99789 -6.76839
*
```

***

(5)
# C4H5NO2

The molecule C4H5NO2 (the ωB97M-V functional and the def2-TZVPD basis, OMol25).

Computed properties:
Maximum force ... 0.62 eV Å⁻¹
LUMO ... -0.24 eV
ΔE to the lowest compared entry with this formula, charge and spin ... 44.2 kcal/mol
SMILES string ... O=CC(=O)N1CC1
Kohn-Sham gap ... 0.359 Ha
HOMO ... -10.0 eV

Structure (ORCA input):
```
! wB97M-V def2-TZVPD RIJCOSX def2/J DEFGRID3
* xyz 0 1
O 1.68798 1.54963 0.85459
C 1.98847 0.46330 0.43011
C 0.96305 -0.58652 -0.00467
O 1.31834 -1.54884 -0.65124
N -0.30847 -0.35390 0.46471
C -1.49241 -0.70464 -0.27506
C -1.14135 0.72516 -0.02006
H 3.03532 0.13481 0.28445
H -2.27832 -1.17229 0.31199
H -1.34785 -1.10881 -1.27465
H -0.76015 1.30355 -0.85933
H -1.66460 1.29854 0.73915
*
```

***

(6)
# CH3FO2

A cluster of 2 separate species, CH3FO2 in total at a distorted geometry (the ωB97M-V functional and the def2-TZVPD basis, OMol25).

Computed properties:
Maximum force ... 5.69 eV Å⁻¹
LUMO ... 0.16 eV
ΔE to the lowest compared entry with this formula, charge and spin ... 82.4 kcal/mol
Kohn-Sham gap ... 0.328 Ha
HOMO ... -8.8 eV

Structure (ORCA input):
```
! wB97M-V def2-TZVPD RIJCOSX def2/J DEFGRID3
* xyz 0 1
C 0.78844 0.16596 0.13069
O 0.97686 -0.99414 -0.37501
O -1.37993 0.62150 -0.40807
F 1.41378 1.21688 -0.29916
H 0.17717 0.17744 1.07308
H 1.51001 -0.88288 -1.15667
H -1.55561 0.05978 -1.12112
*
```